# 1
{
  "formula": "H24O12",
  "method": "ωB97M-V/def2-TZVPD",
  "elements": ["O", "H", "H", "O", "H", "H", "O", "H", "H", "O", "H", "H", "O", "H", "H", "O", "H", "H", "O", "H", "H", "O", "H", "H", "O", "H", "H", "O", "H", "H", "O", "H", "H", "O", "H", "H"],
  "xyz": [[-2.29113, 3.13037, 3.04002], [-1.65140, 3.22442, 3.74581], [-1.79863, 2.73483, 2.32085], [0.70155, -2.39988, -4.59364], [1.29158, -2.70395, -3.90397], [0.67637, -1.44910, -4.48599], [-3.16051, -3.87942, -2.16272], [-2.42649, -3.70871, -2.75289], [-3.73505, -4.46396, -2.65714], [6.48313, 0.04113, 1.10778], [7.37176, -0.30986, 1.16574], [6.47046, 0.52740, 0.28339], [4.31741, -4.12984, 1.64936], [4.97877, -4.69544, 2.04802], [4.59682, -3.24135, 1.87014], [0.23724, 0.26565, 0.31878], [1.13340, 0.03355, 0.07535], [-0.17215, -0.56805, 0.55022], [-3.18267, 4.08826, -2.48834], [-2.41021, 3.52348, -2.46473], [-2.89739, 4.90250, -2.07377], [4.99791, 1.58396, -3.14416], [4.14753, 1.70766, -3.56579], [5.48975, 2.37659, -3.35879], [-5.96359, -0.45944, -0.98139], [-6.04034, -0.11969, -1.87296], [-5.22290, -1.06463, -1.01812], [2.67814, 5.59398, 0.55307], [2.98504, 5.62918, 1.45905], [1.98360, 4.93536, 0.56038], [-2.20292, -3.23280, 1.97206], [-2.53488, -3.62574, 1.16482], [-1.88798, -3.97480, 2.48829], [-4.31526, -0.39168, 5.29902], [-3.85492, -0.31330, 4.46345], [-4.79197, 0.43350, 5.38872]],
  "mulliken_charge": [-0.64, 0.32, 0.32, -0.64, 0.32, 0.31, -0.63, 0.32, 0.32, -0.64, 0.32, 0.32, -0.64, 0.32, 0.32, -0.65, 0.32, 0.33, -0.63, 0.31, 0.32, -0.63, 0.31, 0.32, -0.64, 0.32, 0.32, -0.64, 0.32, 0.32, -0.63, 0.31, 0.32, -0.64, 0.32, 0.32],
  "lumo_ev": -0.191,
  "total_energy_ev": -24958.7629,
  "orbital_gap_ev": 10.938,
  "homo_ha": -0.4090,
  "e_above_lowest_kj_mol": 282.9
}

=====

# 2
{
  "formula": "H24O12",
  "method": "ωB97M-V/def2-TZVPD",
  "elements": ["H", "H", "H", "H", "H", "H", "H", "H", "H", "H", "H", "H", "H", "H", "H", "H", "H", "H", "H", "H", "H", "H", "H", "H", "O", "O", "O", "O", "O", "O", "O", "O", "O", "O", "O", "O"],
  "xyz": [[-0.38608, 0.85570, -0.22082], [0.64623, -0.16353, -0.67418], [-4.01464, 0.63342, 2.25472], [-3.25418, 0.53714, 0.94229], [-2.67421, -1.22660, -3.67845], [-1.97651, -0.06456, -2.99076], [-0.57303, 3.92025, -1.01881], [-1.28139, 2.82148, -0.24358], [-4.91889, -1.03898, -0.68425], [-3.51135, -0.48847, -0.84498], [2.28093, 1.34714, -1.35631], [1.37619, 2.45120, -1.87835], [-0.72845, -4.16299, 1.70197], [-0.44410, -2.70943, 2.04308], [4.16284, 1.17963, -1.10344], [3.49973, -0.14844, -0.77700], [1.44376, 0.23912, 1.78461], [-0.00023, -0.19028, 1.98603], [2.45013, -0.86506, 1.02937], [3.54092, -1.38091, 1.95355], [1.06732, 0.73438, 4.26578], [-0.21318, 1.53457, 4.09236], [0.51866, -1.85007, -2.71572], [1.72770, -0.94550, -2.88901], [-0.30166, -0.04899, -0.54236], [-3.45784, 0.03756, 1.74099], [-1.80268, -0.84074, -3.53511], [-1.04387, 3.75430, -0.19434], [-4.34186, -0.60206, -1.32075], [1.96479, 2.23325, -1.14689], [-0.23660, -3.39274, 1.39575], [4.30303, 0.22740, -1.15442], [0.68038, -0.10690, 1.30867], [2.70572, -0.89986, 1.95805], [0.41869, 0.99614, 3.60264], [1.26963, -1.48475, -2.23450]],
  "mulliken_charge": [0.27, 0.20, 0.31, 0.30, 0.31, 0.28, 0.30, 0.29, 0.33, 0.30, 0.23, 0.32, 0.29, 0.28, 0.34, 0.27, 0.48, 0.14, 0.24, 0.31, 0.26, 0.26, 0.28, 0.32, -0.49, -0.61, -0.59, -0.61, -0.63, -0.58, -0.58, -0.64, -0.37, -0.68, -0.53, -0.60],
  "lumo_ev": 0.007,
  "total_energy_ev": -24957.3520,
  "orbital_gap_ev": 9.143,
  "homo_ha": -0.3357,
  "e_above_lowest_kj_mol": 419.0
}

=====

# 3
{
  "formula": "H24O12",
  "method": "ωB97M-V/def2-TZVPD",
  "elements": ["O", "H", "H", "O", "H", "H", "O", "H", "H", "O", "H", "H", "O", "H", "H", "O", "H", "H", "O", "H", "H", "O", "H", "H", "O", "H", "H", "O", "H", "H", "O", "H", "H", "O", "H", "H"],
  "xyz": [[-16.51400, 21.95900, -16.83700], [-16.63200, 22.30400, -17.74100], [-15.60000, 21.52700, -16.81000], [-20.29800, 22.96700, -15.42700], [-20.62300, 23.85700, -15.48900], [-20.58400, 22.55900, -14.56800], [-16.55700, 21.25000, -13.69300], [-16.43900, 20.49100, -14.29700], [-15.74500, 21.60800, -13.43500], [-20.33800, 21.65200, -13.13600], [-19.80800, 21.25900, -12.42800], [-20.84900, 22.25200, -12.58800], [-14.95100, 24.20800, -16.16900], [-15.29500, 24.67200, -15.38300], [-15.48400, 23.42400, -16.32100], [-18.18300, 23.72200, -11.88500], [-18.30500, 22.80200, -11.54900], [-18.03300, 23.63600, -12.82600], [-18.98900, 20.71300, -16.00100], [-18.09000, 20.77100, -16.23700], [-19.32800, 21.52200, -15.61400], [-18.11500, 24.33700, -17.45700], [-18.50200, 23.64200, -18.01100], [-17.64100, 23.93600, -16.68100], [-20.14800, 25.72100, -14.60800], [-19.26600, 26.04200, -14.50700], [-20.63500, 26.46700, -14.98700], [-17.81800, 23.48300, -14.52400], [-17.38400, 22.64300, -14.35400], [-18.70800, 23.28900, -14.72100], [-18.25300, 20.80600, -11.40800], [-18.07200, 19.96600, -10.95900], [-17.72200, 20.72400, -12.19200], [-17.52400, 26.33200, -15.11100], [-17.20200, 26.84900, -14.39200], [-17.59700, 25.48100, -14.70500]],
  "mulliken_charge": [-0.65, 0.29, 0.30, -0.73, 0.26, 0.38, -0.66, 0.27, 0.27, -0.66, 0.30, 0.34, -0.62, 0.33, 0.38, -0.67, 0.37, 0.46, -0.68, 0.27, 0.36, -0.66, 0.30, 0.31, -0.60, 0.31, 0.28, -0.59, 0.19, 0.64, -0.69, 0.31, 0.35, -0.70, 0.32, 0.35],
  "lumo_ev": -0.392,
  "total_energy_ev": -24960.0581,
  "orbital_gap_ev": 10.160,
  "homo_ha": -0.3878,
  "e_above_lowest_kj_mol": 157.9
}